[1]
C4H6N2S | ωB97M-V with the def2-TZVPD basis set

As for the structure (SMILES): C=C1CN=CN1S. The calculation puts the LUMO energy at 0.599 eV. The value obtained for the HOMO energy is -8.742 eV.

Each line ends with the Mulliken charge.
CARTESIAN COORDINATES (ANGSTROEM)
C: -0.0217 2.1139 -0.1686  -0.767
C: 0.4083 0.9106 0.0395  0.287
C: 1.9188 0.3393 0.2070  -0.325
N: 1.8537 -1.1826 -0.2124  -0.521
C: 0.5846 -1.4287 -0.0423  0.037
N: -0.2552 -0.3495 0.0931  -0.017
S: -1.9391 -0.3166 -0.0703  -0.196
H: -0.9760 2.5238 0.1016  0.327
H: 0.8806 2.8461 -0.2878  0.173
H: 2.2765 0.4323 1.3452  0.219
H: 2.4808 1.1095 -0.5808  0.311
H: 0.1326 -2.4732 -0.0816  0.323
H: -2.2993 -0.2598 1.2479  0.148

***

[2]
C4H6N2S | ωB97M-V with the def2-TZVPD basis set

As for the structure (SMILES): CC1=N[C@@H]2S[C@@H]2N1. The calculation puts the LUMO energy at 0.788 eV. The value obtained for the HOMO energy is -8.564 eV.

Each line ends with the Mulliken charge.
CARTESIAN COORDINATES (ANGSTROEM)
C: -1.8197 -0.6643 0.7239  -0.975
C: -0.4912 -0.3020 0.0288  0.553
N: 0.3502 -1.1372 -0.4961  -0.617
C: 1.5133 -0.4112 -0.8162  0.062
S: 2.7007 -0.0577 0.5732  -0.238
C: 1.2545 1.0202 -0.3882  -0.664
N: -0.1106 0.9974 -0.0269  -0.137
H: -2.2014 -1.6154 0.3606  0.327
H: -2.5344 0.2855 0.6873  0.256
H: -1.6942 -1.0031 1.6892  0.288
H: 1.8425 -0.8347 -1.8083  0.422
H: 1.6177 1.8543 -0.7803  0.559
H: -0.4274 1.8682 0.2530  0.163

***

[3]
C4H6N2S | ωB97M-V with the def2-TZVPD basis set

The calculation puts the LUMO energy at 0.373 eV. The value obtained for the HOMO energy is -8.618 eV.

Each line ends with the Mulliken charge.
CARTESIAN COORDINATES (ANGSTROEM)
C: 1.2316 1.8976 1.0491  0.319
C: 0.7242 1.7834 -0.3472  -0.520
C: 0.5618 -0.5008 -0.0961  -0.577
C: -0.2098 -1.7401 0.0749  -0.326
N: 1.8294 1.8514 2.0352  -0.341
N: 0.0138 0.5640 -0.5176  -0.006
S: -2.1363 -1.5919 -0.4846  -0.267
H: 0.0100 2.4347 -0.5067  0.435
H: 1.5913 1.7696 -1.2286  0.230
H: 0.0972 -2.5695 -0.5177  0.352
H: -0.4256 -2.0784 1.1565  0.321
H: -1.0070 0.9746 -0.4884  0.280
H: -2.2805 -2.7946 -0.1289  0.099

***

[4]
C4H6N2S | ωB97M-V with the def2-TZVPD basis set

As for the structure (SMILES): C=CN(C=S)N=C. The calculation puts the LUMO energy at 0.410 eV. The value obtained for the HOMO energy is -8.558 eV.

Each line ends with the Mulliken charge.
CARTESIAN COORDINATES (ANGSTROEM)
C: -0.4210 1.7422 -0.3163  -0.746
C: 0.3630 0.9096 0.3413  -0.238
N: 0.5287 -0.4643 -0.0101  0.426
C: 1.7754 -0.9918 -0.1410  -0.117
S: 3.1862 -0.1745 -0.0114  -0.319
N: -0.4857 -1.4059 -0.1219  -0.556
C: -1.6839 -1.0602 0.1283  -0.363
H: -0.9773 1.4487 -1.2214  0.330
H: -0.5386 2.7649 0.0247  0.254
H: 0.9542 1.2105 1.1821  0.364
H: 1.7204 -2.0451 -0.3401  0.339
H: -1.9945 -0.0719 0.4459  0.371
H: -2.4269 -1.8623 0.0400  0.256

***

[5]
C4H6N2S2 | ωB97M-V with the def2-TZVPD basis set

As for the structure (SMILES): S=C1NCCC=NS1. The calculation puts the LUMO energy at -0.129 eV. The value obtained for the HOMO energy is -8.437 eV.

Each line ends with the Mulliken charge.
CARTESIAN COORDINATES (ANGSTROEM)
S: -3.5381 -0.5000 -0.2183  -0.326
C: -1.9720 -0.3726 -0.1333  0.238
N: -1.2736 0.8104 -0.0943  -0.275
C: 0.1004 0.9312 0.4412  -0.733
C: 1.2970 0.3102 -0.3919  -0.360
C: 1.3720 -1.2099 -0.3148  -0.033
N: 0.4192 -2.0382 -0.0306  -0.351
S: -1.0877 -1.9494 0.2382  0.027
H: -1.9591 1.7479 0.3831  0.347
H: 0.5367 0.6389 1.6062  0.203
H: 0.3246 1.9964 0.5325  0.392
H: 2.2154 0.6080 0.2277  0.264
H: 1.3732 0.8742 -1.5098  0.266
H: 2.1919 -1.8472 -0.7359  0.340

***

[6]
C4H6N2S2 | ωB97M-V with the def2-TZVPD basis set

As for the structure (SMILES): C=C/C(=N\S)SN=C. The calculation puts the LUMO energy at 0.517 eV. The value obtained for the HOMO energy is -8.149 eV.

Each line ends with the Mulliken charge.
CARTESIAN COORDINATES (ANGSTROEM)
C: -1.3580 1.6553 0.2036  -0.664
C: -0.5607 0.8365 -0.4738  -0.298
C: -0.5304 -0.6090 -0.1360  0.701
N: -1.5087 -1.3976 0.1538  -0.484
S: -3.1347 -0.9748 -0.1967  -0.145
S: 1.0003 -1.4790 -0.1687  -0.037
N: 2.0658 -0.1490 -0.1740  -0.296
C: 3.2886 -0.3946 0.1134  -0.251
H: -1.8915 1.3781 1.1087  0.268
H: -1.4382 2.6786 -0.1176  0.267
H: 0.0217 1.2264 -1.2997  0.314
H: -3.7005 -1.8099 0.6847  0.155
H: 3.7415 -1.3375 0.2975  0.220
H: 4.0049 0.3766 0.0048  0.249

***

Number 1: calculated total energy -663.61268 hartree, Kohn-Sham gap 9.34 eV. Number 2: calculated total energy -663.65070 hartree, Kohn-Sham gap 9.35 eV. Number 3: calculated total energy -663.55158 hartree, Kohn-Sham gap 8.99 eV. Number 4: calculated total energy -663.63155 hartree, Kohn-Sham gap 8.97 eV. Number 5: calculated total energy -1061.77084 hartree, Kohn-Sham gap 8.31 eV. Number 6: calculated total energy -1061.80631 hartree, Kohn-Sham gap 8.67 eV.